[1]
# C26H30Br2GeNO2Re

C26H30Br2GeNO2Re as an isolated structure (ωB97M-V/def2-TZVPD, the Open Molecules 2025 dataset).

```
63
Properties=species:S:1:pos:R:3:forces:R:3:mulliken_charge:R:1
Re 0.7134 -1.9235 -0.0307 0.44 -0.38 0.56 0.475
Br 0.6862 -0.1734 3.3838 0.05 -0.05 -0.03 -0.002
C -0.6255 -1.5264 3.5622 -0.05 0.06 0.02 -0.698
Br -0.9999 -2.5739 1.9118 0.06 -0.03 0.06 0.034
H -1.5867 -1.0843 3.8010 0.01 0.01 -0.01 0.449
H -0.2963 -2.2688 4.2779 -0.04 -0.02 -0.01 0.537
N -1.1799 -4.7502 -2.3759 0.03 0.05 0.01 -0.328
C -0.3815 -3.8294 -1.9063 0.04 0.05 -0.20 0.668
O -0.7125 -3.1791 -0.8570 -0.04 -0.04 -0.04 -0.581
C 0.9398 -3.4848 -2.5248 -0.04 -0.06 0.03 -0.718
C 1.2830 -2.0643 -2.0654 -0.21 0.07 -0.08 -1.105
H -2.0507 -4.9586 -1.9064 -0.01 -0.01 -0.01 0.263
H -0.9505 -5.2636 -3.2135 0.00 0.00 0.00 0.242
H 0.9055 -3.5856 -3.6107 0.01 0.00 0.00 0.497
H 1.6618 -4.2247 -2.1615 0.01 0.01 0.00 0.337
H 0.7323 -1.3379 -2.6621 0.03 0.03 0.04 0.396
H 2.3447 -1.8318 -2.1593 0.01 -0.06 0.04 0.589
C 4.6622 -1.8700 0.7296 0.02 0.02 0.06 -1.367
C 3.4769 -1.9179 1.6720 0.10 0.24 0.03 0.601
C 3.4166 -3.1524 2.5421 0.06 0.04 0.05 -1.233
O 2.2858 -1.9219 0.8394 -0.41 -0.38 -0.42 -0.112
H 5.5794 -1.9303 1.3145 0.00 0.03 0.01 0.449
H 4.6802 -0.9390 0.1652 -0.01 -0.01 -0.03 0.360
H 4.6471 -2.7155 0.0414 -0.01 -0.02 0.01 0.329
H 3.4048 -1.0029 2.2605 0.12 -0.02 0.06 0.245
H 3.3331 -4.0527 1.9327 0.02 0.00 -0.03 0.332
H 2.5803 -3.1088 3.2403 -0.01 0.00 -0.02 0.241
H 4.3361 -3.2246 3.1227 -0.02 0.02 0.03 0.426
C 0.1093 -0.3437 -0.0849 -0.29 0.61 0.14 -0.049
Ge -0.8435 1.4626 -0.0947 0.01 0.08 -0.35 1.510
C -1.3105 1.3732 -1.9853 0.06 0.03 0.20 0.043
C -0.9089 2.3798 -2.8571 0.04 0.08 -0.01 -0.406
C -1.2404 2.3154 -4.2048 0.01 0.01 0.00 -0.668
C -1.9685 1.2411 -4.6910 -0.01 -0.03 0.01 -0.602
C -2.3642 0.2232 -3.8305 0.01 0.01 -0.03 -0.883
C -2.0322 0.2881 -2.4861 -0.03 -0.08 0.02 -0.037
C 0.4797 2.7984 0.3517 -0.16 -0.16 0.02 0.057
C 0.0855 4.1363 0.3352 -0.05 0.00 0.05 -0.419
C 1.0035 5.1379 0.6113 0.04 0.01 0.01 -0.719
C 2.3183 4.8097 0.9122 -0.01 -0.01 0.00 -0.535
C 2.7162 3.4801 0.9369 0.01 0.02 0.01 -0.652
C 1.7997 2.4775 0.6555 0.04 -0.03 0.00 -0.040
C -2.3746 1.3404 1.0964 0.18 -0.05 -0.22 0.443
C -3.6356 1.0819 0.5622 -0.05 -0.12 -0.03 -0.542
C -4.7557 1.0680 1.3815 0.00 -0.01 0.05 -0.707
C -4.6239 1.3166 2.7406 0.01 0.00 -0.03 -0.531
C -3.3739 1.6015 3.2769 -0.01 -0.02 0.01 -0.788
C -2.2552 1.6187 2.4570 0.10 0.11 0.09 -0.431
H -0.3356 3.2235 -2.4904 0.00 0.00 0.00 0.377
H -0.9328 3.1086 -4.8727 0.00 0.00 -0.01 0.428
H -2.2329 1.1970 -5.7389 0.00 0.00 0.00 0.419
H -2.9458 -0.6080 -4.2079 0.00 -0.01 0.00 0.459
H -2.3528 -0.5103 -1.8222 -0.01 0.01 0.00 0.509
H -0.9421 4.4081 0.1171 0.00 -0.01 -0.02 0.459
H 0.6926 6.1736 0.5937 0.00 0.01 0.00 0.429
H 3.0327 5.5920 1.1305 0.01 0.00 0.00 0.409
H 3.7413 3.2269 1.1729 0.01 0.01 0.00 0.423
H 2.1225 1.4410 0.6729 0.00 -0.01 -0.02 0.398
H -3.7576 0.9054 -0.4992 0.00 0.02 0.00 0.353
H -5.7314 0.8768 0.9557 -0.01 0.00 0.01 0.441
H -5.4977 1.3147 3.3782 -0.01 0.00 0.00 0.432
H -3.2754 1.8389 4.3281 -0.01 0.01 0.01 0.463
H -1.2957 1.9016 2.8755 -0.03 -0.02 -0.02 0.635
```
Forces are in eV/Å.

Computed properties:
Energy relative to the best compared isomer or geometry (same formula, charge and spin) ... 66.04 kJ/mol
E_HOMO ... -14.004 eV
Total charge ... +2
Energy ... -8516.61879 Eh
Gap between HOMO and LUMO ... 0.2329 Ha
LUMO energy ... -7.67 eV

=====

[2]
# C5H20N3O3

A 4-piece molecular cluster, C5H20N3O3 overall at a distorted geometry (ωB97M-V/def2-TZVPD, the Open Molecules 2025 dataset).

```
31
Properties=species:S:1:pos:R:3:forces:R:3:mulliken_charge:R:1
C 0.6343 -0.8404 -2.5355 1.62 -0.98 -4.11 -1.479
C 0.0969 -0.8937 -1.1851 3.01 1.20 1.57 0.391
C -1.2879 -1.3326 -1.0003 -4.52 3.90 0.97 -0.883
C -2.0226 -0.8492 0.3742 -0.93 -1.96 -1.79 -0.645
N -1.9423 0.3557 3.5781 0.71 0.02 -0.39 -0.642
C -2.1345 -0.4264 2.6004 3.44 1.11 0.97 0.138
N -1.2002 -0.7660 1.5713 -1.81 -1.45 0.34 -0.210
N 1.1222 -1.7015 -0.2889 0.60 -1.27 -5.57 -0.139
H 1.5866 -0.2936 -2.6788 -0.16 -0.21 0.88 0.408
H 0.0033 -0.2030 -3.2087 0.01 -1.10 0.57 0.369
H 0.8990 -1.8466 -2.9937 -0.96 0.94 0.18 0.351
H 0.4973 0.1285 -0.9639 -2.10 -0.14 1.21 0.085
H -1.6864 -2.3224 -1.1002 1.24 -0.95 -0.56 0.474
H -2.0021 -0.7061 -1.7328 1.97 -1.43 1.01 0.275
H -2.8644 -1.7288 0.4095 1.86 2.41 0.74 0.259
H -2.5383 0.1292 0.3089 0.04 -0.56 -0.83 0.403
H -0.9762 0.7633 3.5427 -1.04 -0.30 0.04 0.205
H -2.9938 -0.9864 2.4917 -2.07 -0.90 0.02 0.484
H -0.4162 -0.1596 1.4947 0.45 0.74 0.03 0.075
H 1.8615 -1.1482 0.1063 1.17 0.77 -0.33 0.316
H 1.4349 -2.5259 -0.9265 -0.11 1.74 1.63 0.422
H 0.7799 -2.0699 0.5094 -2.45 -1.75 3.36 0.378
H 2.3897 0.0856 2.4852 -0.52 0.11 -1.41 0.300
H 1.7616 0.8283 1.2415 -0.22 2.31 -0.57 0.220
O 2.0287 0.0059 1.5638 0.77 -2.44 2.05 -0.611
H -0.2445 4.2979 -1.4321 0.68 0.80 -0.16 0.310
H -1.4116 3.4421 -1.2544 0.56 -0.49 -0.04 0.313
O -0.4413 3.3726 -1.3564 -1.20 -0.38 0.24 -0.607
H 2.8541 2.5184 0.8843 0.03 0.55 0.36 0.341
H 2.9460 2.6927 -0.6002 -0.79 1.50 -1.84 0.308
O 3.2664 2.1801 0.0954 0.70 -1.79 1.41 -0.607
```
Forces are in eV/Å.

Computed properties:
Energy relative to the best compared isomer or geometry (same formula, charge and spin) ... 451.42 kJ/mol
E_HOMO ... -12.531 eV
Total charge ... +1
Energy ... -592.15707 Eh
Gap between HOMO and LUMO ... 0.3507 Ha
LUMO energy ... -2.99 eV

=====

[3]
# AlH6O3

AlH6O3 as an isolated structure at a distorted geometry (ωB97M-V/def2-TZVPD, the Open Molecules 2025 dataset).

```
10
Properties=species:S:1:pos:R:3:forces:R:3:mulliken_charge:R:1
Al 0.2244 0.5122 -0.8448 -0.29 -0.05 -0.30 1.420
O -0.8851 -1.0321 1.2990 0.57 2.22 -0.36 -0.296
H -0.3284 -1.4993 1.9220 1.40 -1.63 0.90 0.458
H -1.7773 -1.1969 1.6040 -2.07 -1.25 -0.10 0.445
O -1.4640 1.7810 1.1357 0.35 -0.76 -1.64 0.018
H -1.4955 1.3000 1.9627 -0.23 -1.09 2.34 0.484
H -1.7306 2.6711 1.3655 -0.98 3.22 0.36 0.474
O 2.2272 -0.7374 -2.5423 -1.19 0.54 1.20 0.022
H 2.0478 -1.0402 -3.4324 -0.76 -1.11 -2.91 0.490
H 3.1814 -0.7584 -2.4694 3.19 -0.10 0.50 0.484
```
Forces are in eV/Å.

Computed properties:
Energy relative to the best compared isomer or geometry (same formula, charge and spin) ... 0.00 kJ/mol
Spin multiplicity ... 2
E_HOMO (alpha / beta) ... -30.840 / -29.858 eV
Total charge ... +4
Energy ... -469.29397 Eh
Gap between HOMO and LUMO (alpha / beta) ... 0.2254 / 0.1835 Ha
LUMO energy (alpha / beta) ... -24.71 / -24.86 eV